# 1
# C4H9N3O

One molecule with the formula C4H9N3O (wB97M-V/def2-TZVPD, OMol25).

```
17
Properties=species:S:1:pos:R:3:forces:R:3:lowdin_charge:R:1
N -0.17644 2.63703 0.57064 0.99 0.46 -2.23 -0.04
N -0.63818 1.88266 1.60606 -1.12 -1.80 -0.72 -0.05
C -1.02014 0.68768 1.25937 1.39 2.22 -0.85 -0.19
N -0.71056 0.10188 0.00419 -1.81 -0.40 0.76 -0.10
C 0.51508 0.09147 -0.80968 0.43 -0.17 0.72 -0.11
C 0.49650 -1.44785 -0.88553 -2.50 -1.31 -0.13 -0.31
O 1.50680 -2.14412 -0.21838 0.07 0.21 0.44 -0.02
C -0.81667 -1.35173 -0.00321 0.52 -0.33 -1.78 -0.11
H 0.46868 3.33874 0.84281 0.34 0.57 0.58 0.06
H 0.13025 2.27403 -0.37665 -0.78 0.00 1.88 0.08
H -1.79010 0.24122 1.87825 0.54 -0.64 0.02 0.12
H 1.35404 0.48176 -0.25513 0.66 -0.13 0.18 0.11
H 0.47514 0.61357 -1.74927 -0.40 0.33 -0.49 0.11
H 0.23895 -2.04635 -1.80690 0.53 1.41 0.22 0.15
H 2.32847 -1.79134 -0.54751 0.66 -0.05 -0.05 0.09
H -0.61729 -1.80406 0.92491 0.11 -0.57 1.43 0.10
H -1.74454 -1.76458 -0.43396 0.36 0.21 0.03 0.12
```
Forces are in eV/Å.

## Properties
* SMILES: N/N=C\N1CC(O)C1
* HOMO energy: -7.59 eV
* energy above the lowest of the compared OMol25 structures with the same formula, charge and spin: 88.8 kcal per mole
* E: -10808.6117 eV

***

# 2
# C25H22F6NO6OsS2

C25H22F6NO6OsS2 as an isolated structure (wB97M-V/def2-TZVPD, OMol25).

```
63
Properties=species:S:1:pos:R:3:forces:R:3:lowdin_charge:R:1
Os -0.46459 -0.36327 0.70422 0.16 -0.13 -0.02 1.27
C -6.36280 3.67965 -1.75789 0.01 -0.01 -0.01 -0.01
C -5.54744 2.87754 -2.76321 -0.01 0.00 0.01 -0.29
C -5.26064 3.61770 -4.05948 0.01 0.01 -0.01 -0.13
C -4.40056 4.84496 -3.79834 0.00 0.00 0.01 -0.12
C -3.16845 4.47182 -3.01813 -0.02 -0.01 0.00 -0.12
C -2.03772 5.25470 -3.06276 0.00 -0.01 0.01 0.08
C -0.89563 4.89208 -2.35178 -0.02 0.00 -0.01 -0.24
F 0.17407 5.68906 -2.42860 0.00 0.00 0.00 0.10
C -0.83552 3.75255 -1.60258 0.01 -0.01 0.01 0.09
C -1.97438 2.93896 -1.53961 -0.03 0.01 -0.01 -0.03
C -1.93321 1.71591 -0.75775 -0.02 0.05 0.10 -0.26
O -0.84117 1.44891 -0.16562 0.03 0.00 -0.19 -0.18
C -3.11028 0.93908 -0.70177 -0.03 0.00 -0.05 -0.02
C -4.21741 1.37379 -1.41236 0.03 -0.02 0.02 0.05
N -4.25657 2.47360 -2.14174 0.01 0.01 -0.02 0.04
C -3.13676 3.30099 -2.23386 0.00 -0.01 0.01 -0.06
C -3.33913 -0.30512 0.09349 0.01 0.12 0.12 -0.51
O -4.39922 -0.86898 0.08386 -0.03 0.02 0.01 0.13
O -2.34073 -0.78783 0.86039 -0.04 -0.15 -0.17 -0.24
H -7.29263 4.01355 -2.21768 0.00 0.00 0.00 0.10
H -5.81615 4.55624 -1.40946 0.00 0.00 0.00 0.09
H -6.61272 3.06981 -0.88965 0.00 0.00 0.01 0.09
H -6.06269 1.94442 -2.99090 0.00 0.00 0.00 0.15
H -6.20765 3.89896 -4.51898 0.00 -0.01 0.00 0.13
H -4.74881 2.94435 -4.75076 0.00 0.00 0.00 0.13
H -4.96953 5.59587 -3.24430 0.00 0.01 -0.01 0.13
H -4.10623 5.31253 -4.73751 0.00 0.00 0.00 0.13
H -2.01959 6.15768 -3.65978 0.01 0.00 0.00 0.14
H 0.06386 3.47275 -1.07388 0.00 0.00 0.00 0.14
H -5.12356 0.78290 -1.36233 -0.01 0.01 -0.01 0.16
C -1.66530 -2.45613 3.63598 -0.03 0.01 0.06 -0.23
S -1.19816 -3.17279 2.07297 0.07 0.04 -0.18 0.95
C -0.22303 -4.54244 2.64977 0.01 -0.02 0.03 -0.22
O -0.07238 -2.25669 1.53223 -0.08 -0.05 0.20 -0.71
H -2.32303 -3.15965 4.14629 0.01 0.00 0.02 0.07
H -2.21495 -1.54077 3.42460 0.00 -0.02 -0.03 0.05
H -0.77133 -2.25008 4.22279 0.01 -0.02 0.00 0.07
H -0.87791 -5.23814 3.17315 -0.01 0.01 0.00 0.07
H 0.56614 -4.17058 3.30059 0.00 0.00 0.00 0.07
H 0.20079 -5.02403 1.77133 0.00 0.01 -0.01 0.07
F 1.49963 0.28321 -1.28241 -0.01 0.00 -0.03 0.09
C 0.75083 -0.76468 -0.89247 0.01 0.04 -0.13 -0.49
F -0.26018 -0.94756 -1.82031 -0.01 -0.03 0.02 0.06
C 1.65300 -2.01617 -0.95622 0.01 0.03 -0.01 -0.61
F 0.92556 -3.13118 -0.88267 -0.01 -0.01 -0.01 0.16
F 2.32808 -2.03733 -2.10482 -0.01 0.00 0.04 0.18
F 2.52582 -1.99532 0.05192 -0.01 0.00 0.00 0.16
O 1.78156 7.12983 2.56460 0.00 0.01 0.01 0.14
C 0.63766 6.43152 2.67308 0.00 0.02 -0.06 -0.47
O -0.40557 6.99777 2.82342 0.00 -0.01 0.02 0.14
C 0.72329 4.93183 2.57883 0.01 -0.05 0.01 -0.11
C -0.48026 4.25128 2.41170 0.00 0.04 -0.01 0.01
C -0.50092 2.87559 2.30414 -0.08 -0.07 0.06 -0.09
C 0.69196 2.16481 2.36590 0.19 0.09 -0.01 -0.56
S 0.76459 0.39159 2.26436 -0.11 0.09 0.24 0.81
C 1.89454 2.82729 2.57946 -0.01 -0.04 -0.07 -0.09
C 1.90729 4.21049 2.67664 -0.03 0.04 0.01 -0.01
H 2.53030 6.56264 2.35005 0.00 0.00 0.00 0.10
H -1.39443 4.82806 2.37614 0.00 0.00 0.00 0.13
H -1.44138 2.35306 2.18520 0.02 0.01 0.01 0.11
H 2.81905 2.26956 2.66066 0.00 0.01 0.00 0.11
H 2.85798 4.69847 2.85487 0.00 0.00 0.01 0.12
```
Forces are in eV/Å.

## Properties
* HOMO energy: -11.56 eV
* energy above the lowest of the compared OMol25 structures with the same formula, charge and spin: 0.0 kcal per mole
* E: -80495.9789 eV
* total charge: +1

***

# 3
# C2H2CuF

C2H2CuF as an isolated structure (wB97M-V/def2-TZVPD, OMol25).

```
6
Properties=species:S:1:pos:R:3:forces:R:3:lowdin_charge:R:1
F -1.72707 -0.26454 -0.11176 0.61 1.43 0.61 -0.32
H -0.52696 -1.20683 -0.26669 2.68 1.55 1.42 0.20
C 0.53129 -0.37715 0.20590 -1.53 -1.18 -0.70 -0.29
C -0.30800 0.60203 0.39970 -0.99 -1.77 -2.62 -0.09
H -0.44893 1.57263 -0.07325 -0.27 0.08 1.10 0.08
Cu 2.47967 -0.32615 -0.15391 -0.50 -0.11 0.19 0.42
```
Forces are in eV/Å.

## Properties
* HOMO energy (alpha / beta): -7.44 / -10.49 eV
* <S²>: 2.01
* 2S+1: 3
* E: -49455.0428 eV

***

# 4
# C26H21I2NO4SSiTc

C26H21I2NO4SSiTc as an isolated structure (wB97M-V/def2-TZVPD, OMol25).

```
57
Properties=species:S:1:pos:R:3:forces:R:3:lowdin_charge:R:1
Tc -1.73668 -0.07787 0.60104 0.09 0.20 -0.04 0.98
I -3.89494 -1.09185 1.75601 -0.07 -0.03 0.11 1.10
C -3.60793 -2.91217 0.66602 0.05 0.01 0.00 -0.95
I -1.87861 -2.53459 -0.54379 -0.07 -0.05 -0.04 1.26
H -4.48612 -3.09047 0.05534 0.00 0.01 -0.01 0.00
H -3.42327 -3.71112 1.37599 0.00 0.00 -0.01 0.00
O -2.12311 -0.05391 -2.98426 -0.02 -0.01 -0.05 0.13
C -2.28870 0.88453 -2.27262 -0.04 0.00 0.12 -0.44
N -1.62383 1.01574 -0.98797 0.11 0.11 0.12 -0.25
S -1.91753 2.49993 -0.28307 -0.02 -0.15 -0.05 0.73
O -2.25511 1.92908 1.07243 0.00 -0.10 -0.07 -0.43
O -0.90203 3.48095 -0.29806 0.02 -0.01 0.00 -0.18
C -3.24198 2.91445 -1.33737 0.01 0.02 -0.01 -0.23
C -4.04252 4.03789 -1.29627 -0.01 0.00 -0.01 0.00
C -4.89783 4.23395 -2.37560 0.01 -0.01 0.00 -0.01
C -4.90788 3.35547 -3.45632 0.00 0.00 0.00 0.00
C -4.07071 2.24646 -3.49332 0.01 -0.01 0.00 0.04
C -3.23007 2.02717 -2.41651 0.01 -0.01 0.00 -0.13
H -4.00755 4.73615 -0.47128 0.00 0.00 0.00 0.14
H -5.55488 5.09281 -2.37987 0.00 0.00 0.00 0.13
H -5.57460 3.54584 -4.28623 0.00 0.00 0.00 0.13
H -4.06437 1.56704 -4.33507 0.00 0.00 0.00 0.14
O -0.18972 -0.37378 1.31793 -0.21 -0.01 -0.03 -0.46
Si 1.55348 -0.75201 0.93139 0.12 0.14 -0.06 0.68
C 2.13149 0.92137 0.44226 -0.01 0.01 0.05 -0.26
C 1.92453 1.99441 1.32008 -0.01 0.01 0.01 -0.10
C 2.36325 3.26668 0.99582 -0.01 0.00 0.00 -0.06
C 3.02097 3.48321 -0.20874 0.00 0.00 -0.01 -0.05
C 3.24129 2.43072 -1.08542 0.02 0.01 0.00 -0.06
C 2.79855 1.15615 -0.76365 0.00 -0.03 -0.02 -0.08
C 1.40517 -1.95753 -0.46720 -0.02 -0.06 0.02 -0.31
C 0.82879 -1.56654 -1.68834 0.05 -0.01 0.00 -0.23
C 0.64840 -2.48487 -2.71593 -0.01 0.02 0.01 -0.12
C 1.05180 -3.80590 -2.54057 0.00 -0.01 0.00 -0.06
C 1.63815 -4.20232 -1.34799 -0.02 0.00 0.00 -0.05
C 1.80948 -3.28513 -0.31606 0.00 0.01 -0.01 -0.08
C 2.14652 -1.41591 2.52904 0.01 -0.06 0.00 -0.25
C 3.24587 -0.82629 3.15961 -0.02 -0.01 0.01 -0.07
C 3.72731 -1.34162 4.35472 0.02 0.01 0.00 -0.05
C 3.11491 -2.44376 4.93097 0.00 -0.01 0.00 -0.05
C 2.01887 -3.04101 4.31719 0.02 0.01 0.01 -0.06
C 1.54163 -2.53178 3.12285 -0.02 0.02 0.00 -0.10
H 1.42701 1.83311 2.27147 0.00 0.00 -0.01 0.11
H 2.20052 4.08710 1.68188 0.01 0.00 0.00 0.12
H 3.37213 4.47504 -0.46109 0.00 0.00 0.01 0.12
H 3.76846 2.60051 -2.01470 -0.01 0.00 0.00 0.12
H 2.99329 0.34139 -1.45155 -0.01 -0.01 0.00 0.11
H 0.54068 -0.53212 -1.84888 0.00 -0.01 -0.01 0.09
H 0.20935 -2.16754 -3.65313 0.00 0.00 0.00 0.12
H 0.92080 -4.51975 -3.34307 0.01 0.00 0.00 0.12
H 1.96632 -5.22528 -1.22073 0.00 0.00 0.00 0.12
H 2.26615 -3.60762 0.61194 0.01 -0.01 0.00 0.11
H 3.73040 0.03596 2.71705 0.00 0.00 0.00 0.11
H 4.58204 -0.88378 4.83388 0.00 0.00 0.00 0.12
H 3.49384 -2.84438 5.86175 0.00 0.00 0.00 0.12
H 1.54785 -3.90224 4.77169 0.00 0.00 -0.01 0.11
H 0.69069 -3.00999 2.64632 0.00 0.00 0.00 0.10
```
Forces are in eV/Å.

## Properties
* HOMO energy (alpha / beta): -14.05 / -14.05 eV
* <S²>: 0.75
* energy above the lowest of the compared OMol25 structures with the same formula, charge and spin: 0.0 kcal per mole
* 2S+1: 2
* E: -74080.6367 eV
* total charge: +2

***

# 5
# C6H10O

A 2-piece molecular cluster, C6H10O overall (wB97M-V/def2-TZVPD, OMol25).

```
17
Properties=species:S:1:pos:R:3:forces:R:3:lowdin_charge:R:1
C -1.14738 -2.71455 0.41425 0.04 0.27 0.07 0.14
C -0.23916 -0.63048 -0.62675 -0.13 0.10 0.13 -0.11
C -1.04446 0.41481 -0.82096 0.08 -0.16 0.06 -0.06
C -0.39376 1.71378 -0.41291 -0.08 0.02 -0.03 -0.17
C 1.07002 1.30707 -0.14204 0.04 0.07 -0.01 -0.13
C 1.08019 -0.23193 -0.00009 0.05 0.04 -0.24 -0.37
O 1.18303 -0.68144 1.34516 -0.17 0.14 0.17 -0.05
H -1.83257 -2.03581 0.96994 0.11 -0.10 -0.15 -0.05
H -0.22474 -2.68238 1.03219 -0.15 -0.02 -0.14 -0.05
H -0.50816 -1.67674 -0.88919 0.02 -0.04 0.04 0.04
H -2.06030 0.35353 -1.20755 0.19 0.00 0.11 0.11
H -0.89933 2.11719 0.47537 0.08 -0.04 -0.12 0.11
H -0.47376 2.48326 -1.18869 0.00 -0.12 0.10 0.11
H 1.69163 1.60288 -0.99238 -0.06 -0.07 0.10 0.11
H 1.49295 1.77224 0.75198 -0.04 -0.06 -0.11 0.11
H 1.94442 -0.67911 -0.49934 -0.13 0.06 0.03 0.15
H 0.36138 -0.43233 1.79100 0.15 -0.08 0.01 0.09
```
Forces are in eV/Å.

## Properties
* HOMO energy: -9.10 eV
* energy above the lowest of the compared OMol25 structures with the same formula, charge and spin: 111.1 kcal per mole
* E: -8426.4230 eV

***

# 6
# H16O8

A 8-piece molecular cluster, H16O8 overall (wB97M-V/def2-TZVPD, OMol25).

```
24
Properties=species:S:1:pos:R:3:forces:R:3:lowdin_charge:R:1
O 0.12243 2.65353 1.69176 -0.56 0.74 -0.54 -0.05
H -0.04596 2.52631 2.61601 -0.34 0.02 0.74 0.05
H 0.80425 2.01430 1.50291 0.66 -0.50 -0.04 -0.03
O 0.96883 0.58578 -3.22425 -0.12 0.89 -0.46 -0.04
H 1.17385 -0.17240 -2.69752 0.18 -0.93 0.64 0.00
H 0.01224 0.56220 -3.30977 -0.07 0.06 -0.06 0.03
O 2.13581 0.88785 1.72875 1.46 -0.65 -1.50 -0.07
H 2.91125 1.47645 1.65054 -0.45 -0.17 0.38 0.09
H 2.33517 0.22602 1.01325 -0.47 0.56 0.84 0.10
O -0.12614 -0.72605 2.24065 -1.85 -0.16 -0.57 -0.05
H -0.70271 -0.18981 1.64689 0.80 -0.44 0.79 0.05
H 0.70782 -0.28712 2.28554 0.75 0.62 0.11 -0.02
O -0.91601 -3.22100 0.46565 -1.81 0.16 1.28 -0.06
H -1.05125 -3.64142 -0.37238 0.12 -0.37 -1.00 0.04
H -1.84525 -3.24954 0.83737 1.68 0.19 -0.32 0.09
O 0.48714 -1.02696 -0.65783 0.80 1.40 -0.83 -0.08
H 0.15431 -1.60894 0.02709 -0.32 -0.02 0.62 -0.02
H 0.40771 -0.06904 -0.42524 -0.48 -1.26 -0.03 0.01
O -2.53594 -1.06995 -1.74318 -1.53 -0.74 0.77 -0.04
H -1.81356 -0.73224 -2.22796 1.32 0.57 -0.60 -0.01
H -2.27835 -1.00468 -0.81900 0.19 0.08 -0.14 0.02
O -0.59671 1.80123 -0.87327 0.20 -0.53 -0.30 -0.05
H -0.54564 2.27396 -0.04126 -0.19 0.39 0.55 0.00
H 0.23671 1.99151 -1.31475 0.03 0.08 -0.34 0.03
```
Forces are in eV/Å.

## Properties
* SMILES: O.O.O.O.O.O.O.O
* HOMO energy: -11.19 eV
* energy above the lowest of the compared OMol25 structures with the same formula, charge and spin: 46.6 kcal per mole
* E: -16639.9911 eV

***

# 7
# C11H8N2O

One molecule with the formula C11H8N2O (wB97M-V/def2-TZVPD, OMol25).

```
22
Properties=species:S:1:pos:R:3:forces:R:3:lowdin_charge:R:1
C 1.16952 3.12686 -0.25306 -2.14 -1.41 -0.10 -0.01
C 0.97977 1.56858 0.02430 -0.38 2.76 0.50 -0.22
C -0.19083 0.94662 -0.08655 -0.09 1.13 0.05 0.01
C -0.35474 -0.47144 0.03916 1.12 -1.36 -0.26 -0.13
C -1.56954 -1.19785 0.06596 0.74 2.98 -1.42 -0.04
C -1.57668 -2.53893 0.12858 0.43 0.17 1.22 -0.09
C -0.35990 -3.19716 0.23768 -1.45 -3.75 -0.21 -0.08
C 0.86322 -2.58666 0.13478 -0.87 0.54 -0.42 -0.02
C 0.87412 -1.19175 0.03332 -0.07 0.01 1.06 -0.07
C 2.19789 -0.47128 0.09224 -1.44 0.51 2.31 -0.29
C 3.30343 -1.22806 -0.38035 0.53 0.54 -0.12 -0.13
N 4.21862 -1.85023 -0.65192 0.65 -0.62 -0.40 0.21
O 2.58700 0.27047 1.39221 -1.30 -1.80 -0.19 0.06
N 2.22443 0.93359 0.20222 1.17 0.62 -2.66 -0.02
H 2.11171 3.11859 -0.74022 0.70 0.63 -0.87 0.05
H 1.23736 3.79675 0.60124 0.11 -0.49 0.50 0.07
H 0.29754 3.56468 -0.85757 1.44 -0.89 0.50 0.10
H -0.98871 1.62940 -0.32394 -0.62 -0.29 -0.03 0.12
H -2.49523 -0.68776 -0.20532 0.15 0.19 0.67 0.12
H -2.57139 -2.88407 0.30778 -0.17 -1.40 -0.36 0.11
H -0.49391 -4.34506 0.29985 0.86 1.94 0.01 0.14
H 1.72906 -3.20611 0.04900 0.61 -0.01 0.22 0.11
```
Forces are in eV/Å.

## Properties
* SMILES: CC1=Cc2ccccc2[C@]2(C#N)ON12
* HOMO energy: -8.90 eV
* energy above the lowest of the compared OMol25 structures with the same formula, charge and spin: 103.4 kcal per mole
* E: -16559.9241 eV

***

Number 1: M 115.1 Da. Number 2: M 800.8 Da. Number 3: M 108.6 Da. Number 4: M 823.4 Da. Number 5: M 98.1 Da. Number 6: M 144.1 Da. Number 7: M 184.2 Da.